# 1
69
Properties=species:S:1:pos:R:3:nbo_charge:R:1 method="wB97M-V/def2-TZVPD" e_above_lowest_ev=0.286 charge=+1 multiplicity=5
Ru 0.73 1.75 0.08 0.810
S -1.57 1.85 -0.61 -0.343
P -1.23 -0.14 -0.92 1.485
C 0.45 -0.04 -0.70 -1.127
P 2.01 -0.67 -0.90 1.479
S 3.00 1.04 -0.44 -0.344
C 2.37 -1.33 -2.51 -0.470
C 1.58 -0.99 -3.61 -0.169
C 1.89 -1.49 -4.86 -0.194
C 3.01 -2.30 -5.03 -0.168
C 3.81 -2.62 -3.94 -0.222
C 3.50 -2.14 -2.68 -0.108
C 2.30 -1.97 0.30 -0.423
C 2.79 -1.65 1.57 -0.203
C 2.85 -2.63 2.55 -0.151
C 2.41 -3.92 2.27 -0.197
C 1.93 -4.24 1.01 -0.192
C 1.87 -3.27 0.02 -0.192
C -2.00 -1.19 0.31 -0.462
C -1.30 -1.58 1.45 -0.172
C -1.94 -2.36 2.41 -0.196
C -3.27 -2.73 2.24 -0.171
C -3.97 -2.33 1.11 -0.223
C -3.34 -1.57 0.14 -0.110
C -1.84 -0.71 -2.49 -0.473
C -2.39 0.17 -3.42 -0.164
C -2.84 -0.30 -4.64 -0.205
C -2.73 -1.65 -4.94 -0.174
C -2.17 -2.54 -4.03 -0.209
C -1.73 -2.07 -2.80 -0.128
H 0.72 -0.35 -3.48 0.227
H 1.27 -1.23 -5.71 0.227
H 3.26 -2.68 -6.01 0.229
H 4.68 -3.25 -4.08 0.230
H 4.12 -2.40 -1.84 0.220
H 3.12 -0.64 1.77 0.242
H 3.24 -2.39 3.53 0.221
H 2.46 -4.68 3.04 0.228
H 1.59 -5.25 0.80 0.228
H 1.50 -3.53 -0.96 0.226
H -0.27 -1.30 1.58 0.231
H -1.40 -2.67 3.29 0.226
H -3.76 -3.33 2.99 0.228
H -5.00 -2.62 0.97 0.229
H -3.88 -1.27 -0.75 0.219
H -2.46 1.23 -3.18 0.239
H -3.28 0.38 -5.36 0.232
H -3.08 -2.02 -5.90 0.230
H -2.09 -3.59 -4.27 0.228
H -1.32 -2.77 -2.08 0.216
C -3.01 3.33 2.63 -0.636
C -1.90 4.29 2.91 -0.061
O -1.02 4.35 1.74 -0.839
P 0.51 3.98 1.78 2.095
O 1.00 3.85 0.33 -1.050
Te 0.79 1.83 2.81 -0.260
O 1.30 5.13 2.47 -0.823
C 1.10 5.54 3.86 -0.060
C 2.26 6.43 4.24 -0.627
H -3.70 3.32 3.48 0.227
H -2.62 2.32 2.49 0.225
H -3.57 3.62 1.74 0.225
H -1.32 3.99 3.78 0.185
H -2.25 5.31 3.06 0.201
H 1.06 4.65 4.48 0.188
H 0.15 6.07 3.91 0.187
H 3.20 5.91 4.10 0.226
H 2.16 6.71 5.29 0.227
H 2.26 7.34 3.64 0.226



# 2
99
Properties=species:S:1:pos:R:3:mulliken_spin:R:1 method="wB97M-V/def2-TZVPD" e_above_lowest_ev=0.572 charge=-1 multiplicity=5
Pt 1.02 -0.54 0.30 1.490
C 1.85 -4.67 1.95 0.021
N 2.95 -3.76 2.15 0.004
C 3.88 -3.86 3.15 0.020
C 4.79 -2.88 2.94 -0.005
N 4.43 -2.19 1.82 0.012
B 5.24 -0.96 1.26 0.023
N 4.60 0.31 1.91 0.035
C 4.77 0.67 3.21 0.021
C 3.99 1.75 3.46 0.035
N 3.35 2.04 2.30 0.027
C 2.36 3.10 2.15 -0.001
C 3.72 1.15 1.35 -0.025
S 3.08 1.06 -0.24 0.445
C 3.30 -2.73 1.35 0.026
S 2.49 -2.33 -0.14 0.398
H 2.13 -5.64 2.38 0.002
H 1.67 -4.79 0.88 -0.003
H 0.96 -4.27 2.42 -0.003
H 3.79 -4.60 3.93 0.003
H 5.65 -2.60 3.52 0.001
H 5.16 -0.92 0.07 -0.005
H 6.37 -1.07 1.68 0.002
H 5.39 0.11 3.88 0.002
H 3.79 2.29 4.37 0.001
H 1.41 2.77 2.56 0.001
H 2.23 3.30 1.09 0.002
H 2.73 3.99 2.66 0.000
C -4.88 -2.57 2.57 -0.023
N -3.59 -2.69 3.20 0.005
C -3.09 -4.05 3.02 -0.001
N -3.02 -4.44 1.61 0.008
C -4.33 -4.30 1.02 -0.032
N -4.91 -2.97 1.16 0.251
C -4.47 -2.01 0.26 0.792
P -1.40 -2.09 1.48 -0.013
C -2.57 -1.70 2.86 0.014
C -1.92 -3.78 0.91 0.037
H -5.26 -1.56 2.66 -0.003
H -5.55 -3.26 3.10 0.009
H -3.76 -4.74 3.54 0.000
H -2.10 -4.12 3.47 0.000
H -4.99 -4.99 1.56 0.011
H -4.31 -4.57 -0.03 -0.003
H -4.80 -1.00 0.45 -0.020
H -4.38 -2.32 -0.77 -0.025
H -3.01 -0.71 2.73 -0.004
H -1.90 -1.62 3.73 0.004
H -1.01 -4.36 1.09 0.001
H -2.10 -3.80 -0.16 -0.002
O 0.11 1.67 0.58 0.099
C 0.06 1.78 -0.65 -0.078
N -0.28 2.91 -1.34 0.008
C 0.04 2.71 -2.75 -0.004
C 0.34 1.18 -2.76 -0.004
O 0.53 0.55 -3.77 0.000
N 0.36 0.75 -1.48 0.103
C -1.11 3.04 -3.68 -0.001
C -0.91 2.97 -5.05 0.002
C -1.95 3.23 -5.92 -0.001
C -3.20 3.57 -5.43 0.002
C -3.40 3.64 -4.06 -0.002
C -2.36 3.37 -3.19 0.004
C 1.30 3.50 -3.11 -0.009
C 2.52 2.90 -3.37 0.000
C 3.64 3.68 -3.62 -0.001
C 3.55 5.06 -3.62 0.000
C 2.33 5.67 -3.37 0.001
C 1.21 4.89 -3.12 0.001
H -0.23 3.81 -0.89 -0.001
H 0.07 2.69 -5.43 0.000
H -1.79 3.16 -6.99 0.000
H -4.02 3.78 -6.11 0.000
H -4.38 3.91 -3.67 0.000
H -2.52 3.41 -2.12 0.000
H 2.60 1.82 -3.39 0.006
H 4.59 3.20 -3.82 -0.001
H 4.43 5.66 -3.81 0.000
H 2.25 6.75 -3.37 0.000
H 0.25 5.37 -2.95 0.000
Cl -0.62 -2.60 -2.08 0.002
C -1.79 -1.32 -1.98 -0.045
C -2.47 -0.98 -3.13 -0.020
C -3.38 0.06 -3.11 0.033
C -3.59 0.76 -1.92 -0.003
C -2.88 0.41 -0.79 0.029
Cl -3.17 1.32 0.66 -0.001
C -1.96 -0.65 -0.76 0.104
N -1.22 -0.93 0.37 0.129
H -2.25 -1.51 -4.04 0.000
H -3.91 0.35 -4.01 0.001
H -4.30 1.57 -1.88 0.001
F 0.04 -0.64 5.79 0.000
Te 1.14 -0.81 4.14 0.001
F 1.77 0.90 4.64 0.001
F -0.25 0.27 3.32 0.000
F 3.01 -1.24 4.78 0.001
F 2.03 -0.43 2.38 0.072
O -0.03 -2.25 2.09 0.035



# 3
18
Properties=species:S:1:pos:R:3:nbo_charge:R:1 method="wB97M-V/def2-TZVPD" e_above_lowest_ev=2.019 charge=0 smiles=Cc1nn(C)c2c(Br)[nH]nc12
C -0.46 0.95 -0.30 0.036
C -0.06 -0.37 -0.81 0.049
C 0.06 0.93 1.08 0.159
C -0.47 -0.37 -2.18 -0.028
C 0.17 1.97 2.17 -0.640
C 0.59 -2.47 0.41 -0.422
N -1.05 1.65 -1.22 -0.230
N 0.65 -0.20 1.33 -0.226
N -1.01 0.90 -2.32 -0.331
N 0.53 -1.02 0.21 -0.226
Br -0.02 -1.18 -3.85 0.086
H -0.66 2.68 2.08 0.222
H 0.03 1.47 3.19 0.234
H 1.13 2.50 2.12 0.230
H 1.47 -2.95 1.02 0.225
H -0.34 -2.72 0.91 0.209
H 0.90 -2.97 -0.53 0.222
H -1.44 1.20 -3.31 0.430